## w
# C4H8N

A 2-piece molecular cluster, C4H8N overall (ωB97M-V with the def2-TZVPD basis set, the OMol25 dataset).

- HOMO-LUMO gap (spin up / spin down) (eV) = 9.0 / 8.3
- charge = +1
- HOMO energy (spin up / spin down) (eV) = -13.10 / -12.94
- multiplicity = 1

Each line ends with the natural charge from an NBO analysis.
Atoms and positions in Å:
1 C 1.535 -0.528 0.743  -0.2053
2 C 1.557 -0.763 -0.537  -0.1666
3 C 0.342 -0.011 0.039  0.0004
4 C -2.106 -0.867 0.166  -0.4123
5 N 0.251 1.507 -0.130  -0.7401
6 H 2.289 -0.445 1.541  0.2661
7 H 1.985 -1.088 -1.554  0.2878
8 H -2.379 0.047 0.565  0.1847
9 H -1.905 -1.809 0.608  0.2132
10 H -2.271 -1.163 -0.911  0.2106
11 H 0.715 1.851 0.709  0.4532
12 H -0.797 1.626 -0.303  0.4741
13 H 0.784 1.644 -0.936  0.4343

## x
# C4H8N

An isolated ion of composition C4H8N and charge +1 (ωB97M-V with the def2-TZVPD basis set, the OMol25 dataset).

- HOMO-LUMO gap (eV) = 10.9
- charge = +1
- HOMO energy (eV) = -16.03
- multiplicity = 1

Each line ends with the natural charge from an NBO analysis.
Atoms and positions in Å:
1 C 0.034 -0.122 -1.073  0.2446
2 C 1.271 0.635 -0.798  -0.5143
3 C 1.199 0.564 0.748  0.0492
4 C -1.660 -0.760 0.598  -0.4719
5 N -0.554 -0.061 0.054  -0.2779
6 H -0.202 -0.601 -1.927  0.2193
7 H 2.317 0.225 -1.022  0.2708
8 H 1.139 1.550 -1.261  0.2629
9 H 1.457 -0.307 1.174  0.2113
10 H 0.941 1.493 1.261  0.2462
11 H -1.357 -1.760 1.182  0.2657
12 H -2.519 -0.869 -0.192  0.2528
13 H -2.066 0.013 1.255  0.2413

Short version: w is the least stable of them.

## w
# C2H3I3Si

A 2-piece molecular cluster, C2H3I3Si overall (ωB97M-V with the def2-TZVPD basis set, the OMol25 dataset).

- HOMO-LUMO gap (spin up / spin down) (eV) = 7.2 / 7.2
- charge = 0
- HOMO energy (spin up / spin down) (eV) = -8.70 / -8.70
- multiplicity = 1

Each line ends with the natural charge from an NBO analysis.
Atoms and positions in Å:
1 C 0.101 -0.057 0.423  -0.4801
2 C 0.915 0.178 -0.559  -0.1947
3 Si 3.644 0.102 0.108  0.4897
4 I 4.167 -1.478 1.929  -0.1355
5 I 4.720 -0.594 -2.018  -0.1586
6 I 4.412 2.381 0.718  -0.1470
7 H -0.979 -0.056 0.289  0.2160
8 H 0.423 -0.248 1.432  0.2165
9 H 0.770 0.386 -1.594  0.1936

## x
# C2H3I3Si

A 2-piece molecular cluster, C2H3I3Si overall (ωB97M-V with the def2-TZVPD basis set, the OMol25 dataset).

- HOMO-LUMO gap (eV) = 7.6
- charge = 0
- HOMO energy (eV) = -9.14
- multiplicity = 1

Each line ends with the natural charge from an NBO analysis.
Atoms and positions in Å:
1 C 1.819 -0.332 -0.610  -0.4481
2 C 1.102 -0.140 0.453  -0.2467
3 Si -1.530 0.142 0.225  0.5350
4 I -2.394 1.232 -1.829  -0.1232
5 I -2.750 -1.999 0.728  -0.1476
6 I -1.979 1.634 2.126  -0.1601
7 H 2.914 -0.200 -0.700  0.2174
8 H 1.369 -0.718 -1.617  0.2072
9 H 1.450 0.381 1.224  0.1662

Short version: x is the least stable of them.

## w
# C3H5BrS

One molecule with the formula C3H5BrS (ωB97M-V with the def2-TZVPD basis set, the OMol25 dataset).

- SMILES = C=C(Br)SC
- HOMO-LUMO gap (spin up / spin down) (eV) = 9.0 / 7.1
- charge = 0
- HOMO energy (spin up / spin down) (eV) = -8.70 / -7.18
- multiplicity = 1

Each line ends with the natural charge from an NBO analysis.
Atoms and positions in Å:
1 C 2.583 -0.229 -0.177  -0.3408
2 C 0.712 -0.311 0.058  -0.4457
3 C -1.939 0.627 -0.080  -0.7660
4 S -0.133 1.134 -0.125  0.3782
5 Br -0.048 -2.044 0.197  0.1051
6 H 2.822 -1.235 -0.090  0.1678
7 H 3.078 0.636 0.280  0.1916
8 H -2.309 0.405 0.949  0.2275
9 H -2.258 -0.409 -0.487  0.2493
10 H -2.508 1.425 -0.525  0.2328

## x
# C3H5BrS

One molecule with the formula C3H5BrS (ωB97M-V with the def2-TZVPD basis set, the OMol25 dataset).

- SMILES = C[C@H]1S[C@@H]1Br
- HOMO-LUMO gap (eV) = 9.2
- charge = 0
- HOMO energy (eV) = -8.96
- multiplicity = 1

Each line ends with the natural charge from an NBO analysis.
Atoms and positions in Å:
1 C -0.121 -0.114 -0.422  -0.3590
2 C -1.157 0.072 0.579  -0.2527
3 C 1.242 0.189 -0.128  -0.6329
4 S -0.579 -1.834 0.025  0.0039
5 Br -2.911 0.586 -0.081  0.0790
6 H -0.501 0.086 -1.494  0.2433
7 H -0.888 0.265 1.637  0.2501
8 H 1.426 -0.245 0.816  0.2210
9 H 1.445 1.204 -0.171  0.2156
10 H 2.044 -0.209 -0.760  0.2318

## y
# C3H5BrS

A 2-piece molecular cluster, C3H5BrS overall (ωB97M-V with the def2-TZVPD basis set, the OMol25 dataset).

- SMILES = S=CBr.C=C
- HOMO-LUMO gap (eV) = 8.4
- charge = 0
- HOMO energy (eV) = -9.23
- multiplicity = 1

Each line ends with the natural charge from an NBO analysis.
Atoms and positions in Å:
1 C 0.757 0.479 0.499  -0.3943
2 C 0.004 0.672 1.590  -0.3854
3 C -0.619 -0.812 -1.486  -0.4849
4 S -0.799 0.513 -2.409  0.0938
5 Br 0.567 -2.182 -1.837  0.1384
6 H 0.617 1.095 -0.406  0.2032
7 H 1.495 -0.283 0.450  0.1975
8 H 0.010 0.043 2.436  0.1900
9 H -0.767 1.444 1.647  0.1933
10 H -1.265 -0.970 -0.484  0.2485

Short version: w is the least stable of them.

## w
# C6H13NP

An isolated ion of composition C6H13NP and charge +1 (ωB97M-V with the def2-TZVPD basis set, the OMol25 dataset).

- SMILES = CC#[PH]C[NH+]=C(C)C
- HOMO-LUMO gap (spin up / spin down) (eV) = 7.2 / 7.3
- charge = +1
- HOMO energy (spin up / spin down) (eV) = -11.70 / -11.70
- multiplicity = 1

Each line ends with the natural charge from an NBO analysis.
Atoms and positions in Å:
1 C 1.830 0.914 -0.415  -0.5066
2 C -0.322 0.150 -1.343  0.4642
3 C 0.816 -0.260 2.736  -0.3152
4 C -0.878 1.593 -1.150  -0.6619
5 C -1.219 -0.977 -1.641  -0.7221
6 C -0.264 -1.197 2.945  -0.7302
7 N 0.903 -0.055 -0.945  -0.4451
8 P 1.468 0.823 1.730  0.6287
9 H 2.900 0.517 -0.519  0.2530
10 H 1.723 1.937 -0.873  0.2445
11 H -0.002 2.141 -1.349  0.2295
12 H -1.126 1.796 -0.208  0.2532
13 H -1.803 1.836 -1.770  0.2646
14 H -2.111 -0.548 -2.304  0.2646
15 H -1.585 -1.603 -0.832  0.2832
16 H -0.794 -1.730 -2.273  0.2601
17 H -0.192 -1.632 3.914  0.2552
18 H -0.391 -1.971 2.181  0.2181
19 H -1.098 -0.491 2.968  0.2800
20 H 2.712 1.048 2.303  0.0491
21 H 1.264 -1.005 -1.037  0.4333

## x
# C6H13NP

A 2-piece molecular cluster, C6H13NP overall (ωB97M-V with the def2-TZVPD basis set, the OMol25 dataset).

- HOMO-LUMO gap (eV) = 9.2
- charge = +1
- HOMO energy (eV) = -12.94
- multiplicity = 1

Each line ends with the natural charge from an NBO analysis.
Atoms and positions in Å:
1 C -3.487 -0.248 0.741  0.0719
2 C -2.558 0.436 -0.030  -0.0247
3 C 0.295 -1.677 0.362  -0.9862
4 C 0.235 0.384 -1.765  -0.9864
5 C 2.159 0.400 0.359  -0.9702
6 C -0.554 1.218 0.830  -0.8191
7 N -2.837 -0.978 -0.114  -0.2921
8 P 0.416 0.052 -0.025  1.5759
9 H -4.228 -0.602 1.532  0.2757
10 H -2.739 1.130 -0.854  0.2198
11 H -0.732 -1.959 0.197  0.2769
12 H 0.654 -1.940 1.371  0.2831
13 H 1.042 -2.198 -0.172  0.2768
14 H 1.213 0.298 -2.117  0.2679
15 H 0.212 1.488 -1.956  0.2787
16 H -0.621 -0.002 -2.241  0.2757
17 H 2.522 1.064 -0.423  0.2599
18 H 2.767 -0.503 0.121  0.2571
19 H 2.189 0.676 1.431  0.2716
20 H -0.649 1.168 1.859  0.2424
21 H -0.876 2.075 0.424  0.2454

Short version: w is the least stable of them.